{
  "formula": "C43H48N6O4PS4SiTi",
  "method": "ωB97M-V with the def2-TZVPD basis set",
  "relative_energy_kcal_mol": 32.2,
  "lumo_ev": [0.1, 0.1],
  "spin_multiplicity": 2,
  "e_homo_ev": [-7.2, -7.2],
  "total_charge": 0,
  "max_force_ev_per_a": 1.52,
  "elements": ["Ti", "C", "Si", "C", "C", "C", "C", "C", "C", "N", "C", "S", "H", "H", "H", "H", "H", "H", "H", "H", "H", "H", "H", "H", "O", "N", "C", "C", "C", "C", "C", "C", "C", "P", "C", "C", "C", "C", "C", "C", "C", "C", "C", "C", "C", "C", "H", "H", "H", "H", "H", "H", "H", "H", "H", "H", "H", "H", "H", "H", "H", "H", "S", "C", "C", "C", "C", "C", "N", "H", "H", "H", "H", "C", "C", "C", "C", "C", "C", "O", "N", "C", "O", "N", "C", "O", "H", "H", "H", "H", "H", "H", "H", "H", "H", "H", "H", "S", "C", "N", "C", "C", "S", "H", "H", "H", "H", "H"],
  "xyz": [[0.075, 0.272, -1.145], [-1.425, 5.712, 3.085], [-0.231, 4.840, 1.930], [1.305, 4.378, 2.878], [0.202, 6.020, 0.549], [-1.204, 3.405, 1.177], [-2.592, 3.385, 1.224], [-3.328, 2.367, 0.617], [-2.650, 1.358, -0.018], [-1.312, 1.350, -0.091], [-0.594, 2.351, 0.463], [1.102, 2.189, 0.165], [-0.897, 6.449, 3.699], [-1.933, 5.015, 3.762], [-2.193, 6.252, 2.520], [1.708, 5.270, 3.372], [2.073, 3.978, 2.211], [1.114, 3.627, 3.650], [0.658, 6.933, 0.948], [-0.696, 6.305, -0.007], [0.908, 5.562, -0.150], [-3.121, 4.182, 1.739], [-4.409, 2.357, 0.651], [-3.160, 0.533, -0.491], [2.440, -1.074, -0.390], [1.395, -1.943, -0.121], [1.476, -2.719, 0.880], [2.554, -2.830, 1.906], [3.098, -4.095, 2.134], [4.139, -4.262, 3.031], [4.658, -3.160, 3.699], [4.108, -1.902, 3.498], [3.032, -1.716, 2.629], [2.074, -0.123, 2.491], [1.283, 0.030, 4.134], [0.352, 1.075, 4.197], [-0.340, 1.335, 5.368], [-0.152, 0.520, 6.478], [0.738, -0.542, 6.413], [1.457, -0.786, 5.245], [3.473, 1.064, 2.682], [3.851, 1.639, 3.894], [4.951, 2.489, 3.959], [5.682, 2.776, 2.814], [5.303, 2.221, 1.598], [4.201, 1.380, 1.533], [3.192, -1.295, 0.184], [0.653, -3.429, 0.907], [2.708, -4.948, 1.587], [4.557, -5.247, 3.201], [5.485, -3.284, 4.388], [4.514, -1.047, 4.025], [0.172, 1.672, 3.309], [-1.041, 2.160, 5.411], [-0.706, 0.710, 7.390], [0.881, -1.186, 7.273], [2.146, -1.622, 5.212], [3.282, 1.428, 4.791], [5.232, 2.933, 4.906], [6.537, 3.439, 2.870], [5.859, 2.456, 0.698], [3.886, 0.991, 0.569], [-1.567, -1.649, -0.909], [-0.599, -2.093, -2.266], [-0.743, -3.248, -3.049], [0.210, -3.531, -3.999], [1.283, -2.655, -4.186], [1.335, -1.513, -3.426], [0.416, -1.237, -2.492], [-1.593, -3.893, -2.872], [0.143, -4.433, -4.596], [2.058, -2.864, -4.912], [2.132, -0.791, -3.539], [-3.517, 3.686, -3.909], [-3.440, 2.609, -4.992], [-2.169, 1.754, -4.905], [-2.233, 0.649, -5.986], [-1.059, -0.330, -5.973], [-0.968, 2.631, -5.216], [-0.944, 3.421, -6.131], [0.147, 2.442, -4.423], [0.159, 1.653, -3.299], [1.219, 1.466, -2.665], [-0.947, 1.066, -2.837], [-2.130, 1.061, -3.539], [-3.128, 0.511, -3.124], [-4.422, 4.282, -4.032], [-2.661, 4.365, -3.960], [-3.546, 3.236, -2.914], [-3.471, 3.067, -5.980], [-4.291, 1.936, -4.894], [-2.300, 1.144, -6.955], [-3.161, 0.101, -5.818], [-0.109, 0.172, -6.174], [-1.198, -1.095, -6.738], [-0.982, -0.839, -5.009], [0.984, 2.953, -4.656], [-1.934, -0.567, 2.649], [-1.742, -2.200, 2.662], [-2.465, -3.075, 1.930], [-1.985, -4.444, 1.833], [-1.178, -4.702, 3.103], [-0.597, -3.071, 3.669], [-2.978, -2.682, 1.153], [-1.378, -4.572, 0.932], [-2.835, -5.122, 1.767], [-0.313, -5.339, 2.923], [-1.785, -5.143, 3.890]]
}


{
  "formula": "C43H49AsF5NO6P2TeTi",
  "method": "ωB97M-V with the def2-TZVPD basis set",
  "relative_energy_kcal_mol": 0.0,
  "lumo_ev": [3.8, 3.2],
  "spin_multiplicity": 3,
  "e_homo_ev": [-1.7, -3.0],
  "total_charge": -2,
  "max_force_ev_per_a": 0.52,
  "elements": ["Ti", "O", "C", "O", "C", "C", "C", "C", "C", "O", "C", "C", "O", "O", "H", "H", "H", "H", "H", "H", "H", "H", "C", "C", "P", "C", "C", "C", "C", "C", "C", "C", "C", "C", "C", "C", "C", "P", "C", "C", "C", "C", "C", "C", "C", "C", "C", "C", "C", "C", "H", "H", "H", "H", "H", "H", "H", "H", "H", "H", "H", "H", "H", "H", "H", "H", "H", "H", "H", "H", "H", "H", "H", "H", "C", "C", "C", "C", "C", "C", "N", "H", "H", "H", "H", "H", "H", "H", "H", "C", "As", "C", "C", "H", "H", "H", "H", "H", "H", "H", "H", "H", "F", "Te", "F", "F", "F", "F", "O"],
  "xyz": [[-1.150, -0.662, -0.184], [1.845, -3.650, 0.543], [0.960, -2.815, 0.726], [0.494, -2.022, -0.167], [0.292, -2.736, 2.105], [-1.219, -3.009, 1.968], [-1.820, -3.380, 3.323], [-1.790, -2.015, 4.060], [-1.221, -1.094, 2.977], [-1.760, -1.679, 1.774], [0.282, -1.327, 2.791], [0.903, -0.230, 1.920], [2.101, 0.020, 2.024], [0.075, 0.374, 1.140], [0.772, -3.480, 2.738], [-1.527, -3.632, 1.133], [-1.238, -4.154, 3.823], [-2.838, -3.739, 3.182], [-1.163, -2.017, 4.953], [-2.794, -1.697, 4.343], [-1.514, -0.049, 3.028], [0.821, -1.349, 3.738], [0.454, 4.914, 1.449], [-0.292, 4.814, 0.113], [-1.362, 3.300, 0.114], [-2.215, 3.465, -1.505], [-3.500, 2.945, -1.673], [-4.121, 2.977, -2.911], [-3.469, 3.519, -4.012], [-2.180, 4.009, -3.865], [-1.557, 3.976, -2.624], [-2.721, 3.850, 1.240], [-2.998, 5.179, 1.554], [-3.999, 5.503, 2.460], [-4.750, 4.500, 3.056], [-4.493, 3.173, 2.741], [-3.480, 2.846, 1.848], [1.542, 3.419, 1.742], [3.077, 4.255, 2.342], [3.088, 5.273, 3.296], [4.278, 5.850, 3.708], [5.486, 5.408, 3.178], [5.492, 4.390, 2.238], [4.293, 3.819, 1.823], [0.927, 2.804, 3.360], [1.807, 2.183, 4.249], [1.343, 1.606, 5.420], [-0.013, 1.623, 5.723], [-0.898, 2.225, 4.842], [-0.430, 2.808, 3.672], [-0.251, 5.042, 2.273], [1.103, 5.794, 1.447], [0.436, 4.659, -0.688], [-0.826, 5.740, -0.121], [-3.996, 2.461, -0.842], [-5.105, 2.540, -3.020], [-3.952, 3.533, -4.981], [-1.646, 4.406, -4.721], [-0.540, 4.338, -2.542], [-2.429, 5.978, 1.095], [-4.194, 6.543, 2.697], [-5.534, 4.752, 3.761], [-5.081, 2.382, 3.191], [-3.273, 1.813, 1.585], [2.151, 5.605, 3.730], [4.268, 6.638, 4.452], [6.418, 5.853, 3.505], [6.429, 4.032, 1.829], [4.292, 3.013, 1.099], [2.860, 2.122, 4.008], [2.044, 1.119, 6.088], [-0.376, 1.158, 6.631], [-1.962, 2.233, 5.049], [-1.146, 3.250, 2.994], [-2.499, 0.284, -3.214], [-1.056, 0.545, -3.103], [-0.180, 0.972, -4.166], [1.071, 1.027, -3.634], [0.945, 0.629, -2.257], [2.043, 0.482, -1.285], [-0.351, 0.359, -1.966], [-2.924, 0.804, -4.073], [-2.657, -0.795, -3.321], [-3.031, 0.552, -2.301], [-0.499, 1.195, -5.173], [1.998, 1.301, -4.114], [2.994, 0.780, -1.728], [2.097, -0.559, -0.951], [1.846, 1.060, -0.379], [-0.142, -3.784, -5.035], [-0.055, -3.013, -3.207], [-0.714, -4.566, -2.228], [1.866, -3.360, -2.961], [0.363, -4.751, -5.088], [0.334, -3.092, -5.733], [-1.185, -3.908, -5.330], [-0.329, -5.495, -2.655], [-1.804, -4.555, -2.227], [-0.369, -4.465, -1.199], [2.446, -2.595, -3.482], [2.140, -4.346, -3.346], [2.079, -3.311, -1.893], [-4.228, -3.218, -2.010], [-4.163, -2.167, -0.435], [-6.064, -2.859, -0.321], [-3.624, -3.918, 0.369], [-2.595, 0.635, 0.145], [-4.847, -0.793, -1.704], [-2.285, -1.902, -0.981]]
}